The following is a quantum chemistry calculation of a 10-piece molecular cluster, C27H55Cl18IN overall, from OMol25.

Last column: Löwdin charge in e.
Cartesian coordinates (Å):
C -0.66633 -4.46131 1.76882  -0.18
C 0.41900 -4.05830 0.58172  -0.34
C -0.16119 -2.81580 -0.37182  -0.75
I 1.51780 -1.86792 -1.40031  0.68
C -1.13936 -1.80463 0.46620  -0.29
C -0.81388 -0.22162 0.20128  -0.38
C -1.84676 0.83007 0.93628  -0.24
C -3.31238 0.20335 1.31558  -0.25
C -4.27896 -0.12961 0.02879  -0.21
C -5.31769 -1.40176 0.34492  -0.29
N -4.62760 -2.59059 0.97727  -0.05
H -1.73550 -4.73677 1.32117  0.06
H -0.23766 -5.43223 2.31242  0.05
H -0.76199 -3.60496 2.59224  0.06
H 0.48581 -5.01738 -0.12135  0.01
H 1.50377 -3.86097 0.97817  0.08
H -0.82225 -3.35293 -1.20504  0.07
H -2.22914 -2.02166 0.02940  0.03
H 0.25464 -0.01431 0.69212  0.07
H -0.83915 0.04604 -0.95197  0.04
H -1.37248 1.25499 1.93794  0.10
H -1.97945 1.76194 0.20341  0.09
H -3.14453 -0.69009 2.05261  0.09
H -3.87841 1.04306 1.94799  0.10
H -3.59028 -0.48352 -0.87973  0.11
H -4.87137 0.81565 -0.34730  0.10
H -6.17640 -0.98734 1.05434  0.10
H -5.80485 -1.80497 -0.66748  0.11
H -4.96867 -3.50029 0.59669  0.05
H -4.62862 -2.55862 2.02017  0.07
Cl 0.63638 -7.78260 0.05256  0.56
C -0.50978 -8.81908 -0.83306  -0.66
C -1.44251 -8.01366 -1.72367  -0.66
Cl -2.59218 -7.03242 -0.78071  0.55
H -1.06519 -9.41420 -0.10140  0.06
H 0.08806 -9.50206 -1.44357  0.07
H -2.03846 -8.68850 -2.34470  0.06
H -0.88754 -7.34232 -2.38645  0.07
Cl 3.67272 2.27815 -3.46676  0.52
C 3.49007 3.03247 -1.86365  -0.67
C 2.49288 2.28890 -0.98925  -0.68
Cl 0.82272 2.44888 -1.58818  0.52
H 3.19707 4.07673 -2.01072  0.06
H 4.47770 3.01930 -1.39351  0.06
H 2.50612 2.70168 0.02351  -0.05
H 2.72949 1.22220 -0.92506  0.04
Cl -8.00714 -7.03822 -3.86759  0.53
C -6.56458 -7.78144 -3.13345  -0.67
C -6.66360 -7.85302 -1.61789  -0.67
Cl -6.58852 -6.24158 -0.86199  0.53
H -5.68761 -7.21012 -3.45358  0.07
H -6.48300 -8.79049 -3.54790  0.07
H -5.82472 -8.42920 -1.21721  0.06
H -7.59205 -8.33545 -1.29662  0.07
Cl -1.92702 3.37404 -3.25220  0.54
C -1.98312 4.85047 -4.24685  -0.66
C -0.77322 4.97461 -5.15931  -0.66
Cl 0.72693 5.28279 -4.24918  0.52
H -2.07108 5.70991 -3.57485  0.06
H -2.89592 4.79308 -4.84693  0.07
H -0.90739 5.81846 -5.84208  0.07
H -0.62627 4.07125 -5.75957  0.07
Cl 3.41883 5.20619 4.80560  0.53
C 2.83636 5.81702 3.23718  -0.69
C 2.18851 4.72530 2.40035  -0.63
Cl 3.37231 3.52118 1.83251  0.63
H 3.68218 6.27612 2.71585  0.07
H 2.10498 6.60079 3.45486  -0.01
H 1.73043 5.16271 1.50868  0.03
H 1.40930 4.19755 2.95915  0.08
Cl 5.60975 -6.88361 -0.04954  0.52
C 5.40522 -5.56734 -1.23188  -0.72
C 4.09022 -4.82714 -1.04559  -0.72
Cl 2.68462 -5.83501 -1.47247  0.53
H 5.48779 -5.99608 -2.23554  0.07
H 6.24245 -4.87852 -1.08634  -0.04
H 4.06081 -3.95092 -1.69951  -0.01
H 3.96204 -4.48596 -0.01353  0.07
Cl 0.41883 8.06861 2.26010  0.58
C -0.16364 8.67944 0.69169  -0.64
C -0.81149 7.58772 -0.14514  -0.65
Cl 0.37231 6.38360 -0.71299  0.56
H 0.68218 9.13854 0.17035  0.07
H -0.89502 9.46321 0.90936  0.07
H -1.26957 8.02513 -1.03682  0.07
H -1.59070 7.05996 0.41366  0.08
Cl 9.20975 -3.76464 -0.07065  0.54
C 9.00522 -2.44838 -1.25299  -0.66
C 7.69022 -1.70818 -1.06670  -0.62
Cl 6.28462 -2.71605 -1.49358  0.68
H 9.08779 -2.87712 -2.25665  0.07
H 9.84245 -1.75955 -1.10745  0.07
H 7.66081 -0.83195 -1.72062  0.07
H 7.56204 -1.36700 -0.03464  0.07
Cl -2.57848 8.29750 5.39598  0.53
C -1.24171 8.49509 6.55629  -0.66
C -0.72712 9.92512 6.60159  -0.67
Cl 0.10977 10.38685 5.09821  0.52
H -0.44954 7.79002 6.28550  0.07
H -1.63028 8.20942 7.53813  0.07
H -0.00181 10.03381 7.41299  0.07
H -1.53791 10.64039 6.77187  0.07

Results
charge: -1
calculated total energy: -263881.910 eV
LUMO energy: 1.7 eV

The following is a quantum chemistry calculation of C43H35BN12OPSr as an isolated structure, from OMol25.

Last column: Löwdin charge in e.
Cartesian coordinates (Å):
Sr -0.29637 0.08775 0.77339  1.38
C -2.61443 -3.50702 2.27026  -0.05
C -1.71141 -2.93505 1.37126  -0.15
N -1.06902 -1.90974 1.92717  -0.10
N -1.54476 -1.80696 3.20584  0.02
C -2.48353 -2.75353 3.41748  -0.07
B -1.04946 -0.60174 4.08748  -0.61
N 0.50666 -0.41211 3.89717  0.01
C 1.46982 -0.83638 4.74482  -0.07
C 2.69712 -0.48450 4.22998  -0.05
C 2.38762 0.16624 3.02861  -0.17
N 1.07533 0.19780 2.81863  -0.08
N -1.82212 0.70899 3.67918  0.00
C -2.88060 1.24167 4.32619  -0.07
C -3.28490 2.36850 3.64658  -0.04
C -2.40793 2.44427 2.55871  -0.16
N -1.53408 1.44090 2.56237  -0.04
N -1.28094 -0.81767 5.58394  -0.04
C -0.94789 0.09681 6.52911  -0.12
C -1.29461 -0.41324 7.75120  -0.07
C -1.84952 -1.67646 7.44815  -0.16
N -1.84158 -1.92115 6.14848  0.07
H -3.27426 -4.34374 2.11039  0.10
H -1.48193 -3.22080 0.35352  0.10
H -2.96826 -2.83385 4.37529  0.10
H 1.21282 -1.35102 5.65705  0.13
H 3.66621 -0.65879 4.66818  0.09
H 3.05525 0.60600 2.29959  0.10
H -3.26519 0.78618 5.22595  0.13
H -4.09711 3.03260 3.89329  0.10
H -2.37470 3.18415 1.77268  0.09
H -0.49099 1.03647 6.25577  0.13
H -1.17043 0.05162 8.71555  0.09
H -2.25430 -2.41695 8.12406  0.10
C -2.91393 -3.04595 -5.75616  -0.08
C -2.19692 -1.92006 -6.14503  -0.08
C -1.40077 -1.24535 -5.22712  -0.09
C -1.31267 -1.69262 -3.90977  -0.36
C -2.04782 -2.81518 -3.52881  -0.09
C -2.83968 -3.49422 -4.44434  -0.08
P -0.26769 -0.94967 -2.60615  1.13
C 0.02783 0.74771 -3.25890  -0.36
C 1.29130 1.27622 -3.51185  -0.10
C 1.44294 2.59797 -3.92036  -0.09
C 0.33098 3.41171 -4.08658  -0.09
C -0.93732 2.89482 -3.84306  -0.07
C -1.08307 1.57826 -3.43079  -0.11
C 1.35957 -1.74665 -2.86204  -0.32
C 1.93988 -2.03182 -4.06755  -0.07
C 3.21318 -2.64156 -4.14069  -0.06
C 3.87930 -2.97092 -2.99552  -0.03
C 3.30462 -2.72514 -1.72317  -0.17
C 3.94965 -3.12985 -0.52140  -0.03
C 3.35835 -2.95444 0.68923  -0.07
C 2.07741 -2.33329 0.81264  -0.10
C 1.50860 -1.91753 -0.34380  -0.01
C 2.03346 -2.10133 -1.65768  -0.20
H -3.53905 -3.56624 -6.47181  0.10
H -2.25903 -1.56233 -7.16605  0.10
H -0.85506 -0.36359 -5.54182  0.10
H -2.01011 -3.15373 -2.49816  0.10
H -3.40801 -4.36086 -4.12836  0.11
H 2.17359 0.66038 -3.38636  0.10
H 2.43598 2.98671 -4.11424  0.10
H 0.44857 4.44135 -4.40534  0.10
H -1.81491 3.51907 -3.96417  0.11
H -2.07849 1.18907 -3.24890  0.11
H 1.41399 -1.78652 -4.98496  0.11
H 3.65585 -2.85092 -5.10691  0.11
H 4.85259 -3.44792 -3.03989  0.11
H 4.91773 -3.61342 -0.58924  0.11
H 3.85088 -3.29211 1.59344  0.11
H 1.60993 -2.23745 1.78685  0.09
O -1.96167 0.38253 -0.62938  -0.48
N -2.36882 1.59752 -0.57748  -0.07
C -3.64904 1.78870 -0.45944  -0.32
C -4.58160 0.68306 -0.40190  -0.17
N -5.33355 -0.18409 -0.33202  0.16
C -4.09393 3.16238 -0.37636  -0.20
N -4.41758 4.26464 -0.31148  0.15
C 3.85749 5.15138 -1.24960  -0.04
C 2.98047 3.99142 -0.86064  -0.26
C 1.64035 4.17408 -0.55427  -0.01
C 0.85531 3.08069 -0.23645  -0.11
N 1.33013 1.82848 -0.20644  -0.03
C 2.62665 1.65214 -0.50038  -0.15
C 3.47394 2.69058 -0.82475  -0.02
H 3.49630 6.08538 -0.82034  0.08
H 3.86483 5.26946 -2.33647  0.09
H 4.88770 4.99776 -0.92802  0.08
H 1.19758 5.16344 -0.56497  0.12
H -0.20172 3.20607 -0.01386  0.10
H 2.99190 0.62822 -0.47594  0.11
H 4.51311 2.48433 -1.05228  0.12

Results
2S+1: 2
energy above the lowest of the compared OMol25 structures with the same formula, charge and spin: 143.51 kJ/mol
<S²>: 0.76
calculated total energy: -75890.083 eV
LUMO energy (alpha / beta): -0.1 / -1.4 eV

- Which value of calculated total energy does entry 1 give?
  -263881.910 eV

- What is the calculated total energy in the first record?
  -263881.910 eV

- Which formula does entry 2 have?
  C43H35BN12OPSr